The following is a DFT calculation (the ωB97M-V functional and the def2-TZVPD basis) of a single C6H10N2O3S molecule.

The geometry in XYZ format:
```
22
Properties=species:S:1:pos:R:3:mulliken_charge:R:1
C -1.8327 1.0184 0.3104 -0.0406
C 1.7400 -1.3565 0.8534 -0.7289
C 1.8023 0.1026 0.3090 -0.8327
C -0.8072 -0.4265 -1.4387 -0.9832
C 0.2788 -1.1258 0.9485 -0.2284
C -0.4735 0.7987 -0.3569 1.2821
N 0.1329 1.9657 -0.9316 -0.6854
N 0.4296 0.3085 0.6999 -0.3577
O -2.8340 1.1265 -0.3047 -0.5215
O -1.8482 1.1467 1.6637 -0.5444
O -1.9349 -2.1704 0.0352 -0.6367
S -0.5685 -1.9785 -0.4629 0.3558
H 2.1145 -2.1901 0.2175 0.2604
H 2.3471 -1.6109 1.6614 0.3014
H 2.4525 0.7011 0.7747 0.5513
H 2.0672 0.1986 -0.6870 0.3528
H -1.8444 -0.3291 -1.6274 0.4975
H -0.2648 -0.4910 -2.3822 0.3976
H -0.4076 -1.2660 1.7446 0.5512
H 0.9857 1.8984 -1.4549 0.2259
H -0.6238 2.4164 -1.4097 0.2882
H -0.9114 1.2631 1.8376 0.4953
```

Output
- frontier orbital gap (eV) = 9.42
- LUMO energy (eV) = 0.45
- electronic energy (a.u.) = -967.9539

---

The following is a DFT calculation (the ωB97M-V functional and the def2-TZVPD basis) of 7 unconnected molecules or ions with the total composition C41H90FNO16S.

The geometry in XYZ format:
```
150
Properties=species:S:1:pos:R:3:mulliken_charge:R:1
C 0.1131 -7.1359 4.4966 -0.6723
C 0.7389 -6.0991 3.5847 -0.2044
C -0.2315 -4.9298 2.8851 -0.4037
C 0.6602 -3.5914 2.5523 -0.3642
C -0.2343 -2.3502 1.8751 0.8127
F -0.9591 -3.0124 0.7249 -0.4821
C -1.4060 -1.7741 2.8601 -0.7038
C -2.7556 -1.2284 2.1074 0.6571
C -4.2210 -1.5451 2.8479 -0.5308
N -2.8253 -0.5379 0.9258 -0.6637
C 0.7449 -1.2304 1.1968 1.5065
C 0.8130 0.2171 1.9542 -0.7523
O 1.7175 0.0776 3.1108 -0.1878
C 1.1404 0.6427 4.3405 -0.1529
C 2.4336 1.2480 5.2104 -0.9548
C 2.3002 -1.7181 0.9560 -0.5377
C 3.2189 -0.6723 0.0871 -0.2062
C 2.7464 -0.7102 -1.5164 -0.9087
C 4.7991 -1.2205 0.0647 -0.2829
C 5.4294 -0.8665 1.5607 -0.7882
O 2.2035 -2.9627 0.1231 -0.5117
S 2.0102 -4.1897 1.3377 1.3494
O 1.5414 -5.4641 0.5324 -0.6821
O 3.3540 -4.5115 2.0371 -0.6392
H -0.6917 -6.7460 5.2669 0.1931
H 0.3729 -8.2764 4.4641 0.2469
H 1.9006 -6.1514 3.4558 0.2695
H -1.1079 -4.7683 3.6430 0.3881
H -0.6845 -5.4179 1.9179 0.3201
H 1.1989 -3.1998 3.5244 0.3608
H -1.0269 -0.9741 3.6597 0.0476
H -1.7650 -2.6963 3.5292 0.1660
H -4.1860 -0.9689 3.8887 0.2435
H -4.4260 -2.6901 2.9839 0.3656
H -5.0940 -1.0092 2.2362 -0.1520
H -1.8432 -0.3926 0.6074 0.1749
H 0.3069 -1.0156 0.1069 -0.6147
H -0.2469 0.6802 2.2289 0.4303
H 1.3190 1.0330 1.2444 0.2831
H 0.7370 -0.2626 5.0059 0.1875
H 0.3416 1.4824 4.1759 0.2395
H 2.1143 2.0897 5.9669 0.3089
H 3.0175 0.3764 5.7758 0.2620
H 3.2123 1.6786 4.4168 0.2321
H 2.8861 -1.9455 1.9484 0.3880
H 3.2783 0.4148 0.5185 0.3758
H 3.2219 -1.6793 -2.0269 0.2707
H 1.5829 -0.7283 -1.6477 -0.0051
H 3.1457 0.2438 -2.1050 0.3294
H 4.8861 -2.3498 -0.2286 0.2526
H 5.3736 -0.4923 -0.6870 0.1436
H 4.8760 0.0748 2.0434 0.1407
H 5.1676 -1.7747 2.2839 0.1874
H 6.5739 -0.6105 1.5382 0.3161
C -11.1016 -2.1268 0.8882 -0.6836
O -10.8653 -0.7404 0.6735 -0.3634
C -10.3644 -0.0891 1.8463 -0.7821
C -8.8508 0.1319 1.7560 -0.0270
O -8.1427 -1.1122 1.7805 -0.3570
C -7.7083 -1.5087 0.4846 -0.8527
H -11.2618 -2.6009 -0.0843 0.2390
H -10.2541 -2.6151 1.3769 0.2780
H -12.0034 -2.2573 1.4954 0.3260
H -10.6266 -0.6527 2.7492 0.3612
H -10.8570 0.8866 1.9031 0.3851
H -8.5271 0.7001 2.6354 0.1301
H -8.5899 0.7144 0.8651 0.3532
H -6.8589 -0.8924 0.1757 0.3422
H -8.5092 -1.4312 -0.2557 0.4064
H -7.3834 -2.5517 0.5369 0.2440
C -4.1076 1.3122 -4.3588 -0.6229
O -2.9297 1.0873 -5.1242 -0.3081
C -1.7999 1.7925 -4.5982 -0.7373
C -0.8818 0.8579 -3.8035 -0.4740
O -1.5231 0.3911 -2.6117 -0.2278
C -2.0099 -0.9391 -2.7493 -0.8723
H -4.8619 0.5840 -4.6702 0.0989
H -3.9284 1.1895 -3.2872 0.3290
H -4.4890 2.3194 -4.5565 0.3054
H -2.1201 2.6436 -3.9860 0.3476
H -1.2425 2.1843 -5.4548 0.3915
H 0.0038 1.4216 -3.4889 0.3453
H -0.5434 0.0185 -4.4216 0.4048
H -1.1731 -1.6431 -2.7198 0.3220
H -2.5729 -1.0736 -3.6769 0.4455
H -2.6741 -1.1493 -1.9062 0.2128
C 10.3753 0.7538 -4.1410 -0.7870
O 10.4496 1.2832 -2.8226 -0.2985
C 9.3239 2.1103 -2.5075 -0.6266
C 8.3125 1.3629 -1.6321 -0.3644
O 7.6999 0.2868 -2.3507 -0.3896
C 8.2554 -0.9764 -2.0029 -0.7406
H 11.1298 -0.0322 -4.2368 0.2430
H 9.3940 0.3206 -4.3529 0.3000
H 10.5955 1.5426 -4.8679 0.3149
H 8.8496 2.4900 -3.4200 0.4213
H 9.7067 2.9674 -1.9449 0.3628
H 7.5113 2.0565 -1.3531 0.3864
H 8.7808 1.0021 -0.7092 0.2759
H 7.9004 -1.2754 -1.0123 0.2782
H 9.3486 -0.9583 -2.0134 0.3640
H 7.9132 -1.7138 -2.7346 0.2695
C 13.8875 4.8278 0.9936 -0.6804
O 13.5418 3.9112 2.0252 -0.3687
C 12.1899 4.0785 2.4667 -0.5488
C 11.2730 3.0062 1.8691 -0.5233
O 11.1454 3.1640 0.4519 -0.3248
C 11.9502 2.2360 -0.2667 -0.8228
H 14.8352 4.5051 0.5531 0.2436
H 13.1311 4.8598 0.2047 0.2686
H 14.0203 5.8282 1.4186 0.3297
H 11.8233 5.0847 2.2324 0.3245
H 12.1947 3.9666 3.5554 0.3729
H 10.2702 3.1263 2.2945 0.3787
H 11.6265 2.0000 2.1216 0.3572
H 11.5002 1.2402 -0.2152 0.3309
H 12.9730 2.1992 0.1182 0.4810
H 11.9841 2.5511 -1.3134 0.1782
C -3.8125 4.3701 3.9478 -0.6852
O -4.1582 3.4536 4.9795 -0.3553
C -5.5101 3.6209 5.4210 -0.6472
C -6.4270 2.5485 4.8233 -0.3916
O -6.5546 2.7064 3.4061 -0.3950
C -5.7498 1.7783 2.6876 -0.6007
H -2.8648 4.0474 3.5073 0.1891
H -4.5689 4.4021 3.1589 0.3031
H -3.6797 5.3705 4.3728 0.3393
H -5.8767 4.6271 5.1867 0.3259
H -5.5053 3.5090 6.5097 0.3860
H -7.4298 2.6687 5.2488 0.4212
H -6.0735 1.5423 5.0758 0.2682
H -6.1998 0.7826 2.7390 0.0044
H -4.7270 1.7415 3.0724 0.4630
H -5.7159 2.0934 1.6408 0.3434
C -8.4337 -2.6955 -7.3173 -0.6885
O -8.8517 -1.5856 -8.1030 -0.3728
C -9.4136 -0.5383 -7.3042 -0.5044
C -8.4111 0.6018 -7.0968 -0.5499
O -7.3024 0.1782 -6.2961 -0.3055
C -6.1462 -0.0935 -7.0801 -0.8089
H -7.8208 -3.3477 -7.9458 0.2442
H -7.8378 -2.3845 -6.4549 0.2763
H -9.3100 -3.2573 -6.9774 0.3254
H -9.7710 -0.9275 -6.3437 0.3236
H -10.2771 -0.1487 -7.8523 0.3760
H -8.9088 1.4103 -6.5496 0.3715
H -8.0700 1.0062 -8.0566 0.3528
H -5.6996 0.8466 -7.4169 0.3499
H -6.3775 -0.7227 -7.9439 0.4199
H -5.4222 -0.6194 -6.4512 0.2084
```

Output
- SMILES string = [H]/N=C(/C)C[C@]1(F)[C@@H](CC=C)S(=O)(=O)O[C@@H]([C@H](C)CC)[C@@H]1COCC.COCCOC.COCCOC.COCCOC.COCCOC.COCCOC.COCCOC
- frontier orbital gap (eV) = 8.89
- LUMO energy (eV) = 0.27
- electronic energy (a.u.) = -3372.1020

---

The following is a DFT calculation (the ωB97M-V functional and the def2-TZVPD basis) of a single C3H7FN2S2 molecule.

The geometry in XYZ format:
```
15
Properties=species:S:1:pos:R:3:mulliken_charge:R:1
C 1.1717 1.4115 0.7386 -0.9895
C 0.5899 0.7466 -0.5230 0.2077
C -0.3173 -0.4421 -0.3801 0.5899
H 2.0475 0.7729 1.1986 0.2680
H 1.5743 2.4873 0.5523 0.3080
H 0.3949 1.4018 1.6008 0.2780
H 1.4234 0.4756 -1.2341 0.3410
H -1.8299 0.9007 -0.4173 0.2645
H -3.1913 -0.9791 1.1869 0.1444
H 1.4208 -3.4979 -0.4333 0.1484
N -1.6170 -0.0349 -0.2127 -0.3219
N -0.0547 -1.6668 -0.2528 -0.5234
F -0.2250 1.7339 -1.2204 -0.3690
S -2.9653 -1.1180 -0.2032 -0.1532
S 1.5779 -2.1914 -0.4005 -0.1928
```

Output
- SMILES string = C[C@H](F)/C(=N\S)NS
- frontier orbital gap (eV) = 9.15
- LUMO energy (eV) = 0.79
- electronic energy (a.u.) = -1124.2022

---

The following is a DFT calculation (the ωB97M-V functional and the def2-TZVPD basis) of 7 unconnected molecules or ions with the total composition C8H20BrCl8N2O3.

The geometry in XYZ format:
```
42
Properties=species:S:1:pos:R:3:mulliken_charge:R:1
N -1.1433 -0.5941 0.6997 -0.0492
H -1.0852 -0.4779 -0.3019 0.2454
H -1.9710 -0.1175 1.0282 0.3148
H -0.2412 -0.3560 1.0866 0.2634
H -1.1967 -1.5983 0.7942 0.2417
N -1.2824 -1.7196 -3.0028 0.9253
O -1.2373 -2.9058 -2.6947 -0.6214
O -1.3182 -0.8368 -2.1997 -0.6683
O -1.6419 -1.6549 -4.1352 -0.6784
Br -3.7364 -2.6557 0.6752 -0.8564
Cl 1.2928 -1.8920 -0.4241 -0.1173
C 1.9360 -3.2678 -1.3743 -0.6665
C 2.7914 -2.9185 -2.6445 -0.4765
Cl 1.8212 -1.9582 -3.9011 -0.1642
H 1.0882 -3.8414 -1.7488 0.3152
H 2.4564 -3.9623 -0.7148 0.4279
H 3.0573 -3.8340 -3.1730 0.2960
H 3.7689 -2.4705 -2.4656 0.3164
Cl -1.8212 5.7671 3.3973 -0.2020
C -0.9192 4.2836 3.4956 -0.5717
C -1.2637 3.2115 2.4224 -0.2683
Cl -0.6602 1.6308 2.9515 -0.2284
H -1.0120 3.9665 4.5343 0.3185
H 0.1551 4.4678 3.5068 0.3513
H -0.7694 3.5301 1.5046 0.2686
H -2.3352 3.0588 2.2931 0.3460
Cl 4.6557 -0.7376 0.9221 -0.1497
C 4.5239 -1.2916 2.5618 -0.3800
C 3.0654 -1.6307 2.8121 -0.5219
Cl 1.9571 -0.3206 2.6764 -0.1044
H 4.8710 -0.5042 3.2308 0.2913
H 5.1733 -2.1556 2.7028 0.2865
H 2.9256 -1.9837 3.8338 0.3516
H 2.7010 -2.4730 2.2241 0.2249
Cl -4.5280 0.9427 -3.0404 -0.1725
C -3.0954 1.9149 -3.2357 -0.3402
C -2.9420 2.8790 -2.0186 -0.4455
Cl -2.8866 1.9104 -0.4985 -0.1593
H -3.1842 2.3916 -4.2119 0.3543
H -2.2685 1.2124 -3.3400 0.1118
H -3.7255 3.6364 -2.0412 0.3476
H -1.9756 3.3544 -2.1867 0.2433
```

Output
- frontier orbital gap (eV) = 6.08
- LUMO energy (eV) = 2.01
- total charge = -1
- electronic energy (a.u.) = -6907.5166